# C24H26AlAsN5O2S2

A molecular structure, C24H26AlAsN5O2S2 (wB97M-V/def2-TZVPD, OMol25).

Energy above the lowest of the compared OMol25 structures with the same formula, charge and spin: 0.0 kcal/mol
Highest occupied orbital energy: -10.60 eV

Geometry as ORCA input:
```
! wB97M-V def2-TZVPD RIJCOSX def2/J DEFGRID3
* xyz 1 1
Al -1.1678 0.3418 -2.0757
N 5.9082 0.4003 2.0499
C 4.6657 0.8052 1.6285
C 3.5680 -0.0657 1.7194
C 2.3282 0.3323 1.2745
C 2.1608 1.6019 0.7198
C 3.2428 2.4754 0.6143
C 4.4811 2.0793 1.0743
S 0.6009 2.0953 0.1600
O 0.6565 3.4855 -0.1726
O -0.4121 1.5922 1.0560
N 0.3175 1.2206 -1.2061
C 1.0257 1.3891 -2.3745
N 2.2153 1.9531 -2.5479
C 2.6518 1.9489 -3.8071
C 1.9546 1.3950 -4.8815
C 0.7496 0.8069 -4.6005
N 0.2870 0.8036 -3.3489
H 5.9806 -0.4182 2.6269
H 6.6217 1.0931 2.1900
H 3.6971 -1.0503 2.1563
H 1.4839 -0.3374 1.3757
H 3.1003 3.4546 0.1759
H 5.3255 2.7566 1.0068
H 3.6212 2.4100 -3.9715
H 2.3444 1.4253 -5.8879
H 0.1257 0.3415 -5.3538
S -2.7892 -0.4143 -3.5706
C -3.5924 0.8142 -2.6067
C -4.9210 1.2258 -2.6677
C -5.3363 2.2227 -1.8086
C -4.4479 2.8058 -0.9008
C -3.1557 2.3588 -0.8761
N -2.7498 1.3835 -1.7131
H -5.5902 0.7674 -3.3821
H -6.3647 2.5633 -1.8418
H -4.7602 3.5938 -0.2307
H -2.4077 2.7467 -0.1969
C -2.5315 -2.9961 -0.9520
As -1.2941 -1.6064 -0.4364
C 0.3825 -2.5403 -0.2432
C -1.9271 -1.1073 1.3551
C -1.2185 -1.7594 2.5118
C -1.3057 -3.1337 2.7409
C -0.6438 -3.7164 3.8110
C 0.1202 -2.9277 4.6663
C 0.1976 -1.5584 4.4562
C -0.4745 -0.9764 3.3881
H -2.2362 -3.9323 -0.4812
H -2.5328 -3.1028 -2.0332
H -3.5313 -2.7211 -0.6261
H 0.4407 -2.9809 0.7482
H 1.2163 -1.8574 -0.3903
H 0.4056 -3.3209 -0.9988
H -2.9780 -1.3879 1.3325
H -1.8600 -0.0233 1.4109
H -1.9046 -3.7543 2.0819
H -0.7258 -4.7838 3.9824
H 0.6372 -3.3793 5.5045
H 0.7737 -0.9352 5.1303
H -0.4289 0.0974 3.2357
*
```



# C37H62FIN6O37PS8

A molecular structure, C37H62FIN6O37PS8 (wB97M-V/def2-TZVPD, OMol25).

Energy above the lowest of the compared OMol25 structures with the same formula, charge and spin: 180.7 kcal/mol
Highest occupied orbital energy: -10.47 eV

Geometry as ORCA input:
```
! wB97M-V def2-TZVPD RIJCOSX def2/J DEFGRID3
* xyz 1 1
C 4.9864 1.7100 3.4770
C 3.9808 2.2107 2.2899
C 4.1397 1.4783 0.8219
C 5.5319 0.6561 0.6001
C 6.7512 1.8079 0.6218
C 7.9103 1.4638 1.7609
N 8.3786 0.0712 2.1305
O 8.4381 2.5178 2.4361
N 2.8401 0.8844 0.3402
N 2.1292 2.0175 -0.1254
P 2.9650 -0.0618 -1.2047
N 1.7371 0.1124 -2.2292
C 2.0403 0.1101 1.4361
C 3.0773 -1.0690 1.9444
C 2.4938 -2.4854 2.4797
O 2.1646 -3.4022 1.5249
F 2.3623 -2.9694 3.8707
O 1.0255 -0.4891 0.6533
C -0.1002 -1.1821 1.1228
N -1.0712 -1.7252 1.8330
C 1.6434 1.2154 2.6134
I 1.7240 0.2761 4.6779
C 0.0849 1.6750 2.7272
C -0.5687 2.6244 1.6035
C -1.5209 1.8366 0.4776
C -2.8267 1.0941 1.1323
O -3.5250 0.2711 0.3012
O -3.3395 1.2562 2.5014
N 2.6150 2.2953 2.8497
C 2.1964 3.6580 3.1827
C 2.0489 4.9731 2.1645
C 1.5777 6.4714 2.6447
C 1.2526 6.8078 4.2199
C 1.4203 5.5401 5.2872
C 1.8606 4.0081 4.7843
H 4.4183 1.7878 4.5239
H 5.9129 2.4546 3.5905
H 5.4342 0.6451 3.3788
H 4.3145 3.3550 2.1480
H 4.3424 2.3976 0.0742
H 5.7313 -0.2032 1.4052
H 5.6814 0.1401 -0.4352
H 6.3130 2.8627 0.8828
H 7.2437 1.9084 -0.4594
H 9.0782 0.2249 2.9119
H 7.5597 -0.4420 2.5761
H 2.5277 2.3306 -1.0635
H 1.1464 1.8172 -0.3561
H 4.1483 0.3966 -1.9482
H 3.0806 -1.5055 -0.9543
H 1.3254 -0.8289 -2.4123
H 3.8425 -0.6999 2.7840
H 3.8288 -1.4371 1.0867
H -0.6855 0.7743 2.8974
H -0.0521 2.2513 3.7702
H 0.1439 3.3200 0.9945
H -1.3321 3.3577 2.1577
H -0.9130 1.1228 -0.2208
H -1.9441 2.7018 -0.2275
H -3.9633 0.4586 2.6353
H 2.2851 4.7476 1.0239
H 1.4658 7.3437 1.8381
H 0.9531 7.8957 4.5329
H 1.2274 5.7520 6.4236
H 1.9550 3.1855 5.6376
C 1.6604 -2.9082 -4.8847
C 1.5584 -3.0927 -6.3964
O 1.9671 -1.8453 -6.9530
S 3.0860 -1.1707 -5.9766
O 4.3945 -1.4796 -6.5090
O 2.6633 0.1732 -5.6574
O 2.8298 -2.1184 -4.6751
H 0.8004 -2.3530 -4.4964
H 1.7449 -3.8621 -4.3571
H 0.5450 -3.3449 -6.7178
H 2.2534 -3.8629 -6.7472
C -1.8223 2.1682 -5.9216
C -2.7622 1.0999 -5.3694
O -2.4053 -0.1000 -6.0518
S -0.8073 -0.0692 -6.3771
O -0.1230 -0.8217 -5.3492
O -0.6234 -0.3170 -7.7882
O -0.5643 1.5176 -6.0927
H -2.1592 2.5212 -6.9016
H -1.7219 3.0201 -5.2437
H -3.8139 1.3421 -5.5397
H -2.5940 0.9423 -4.2988
C -5.1231 -3.7123 1.5276
C -5.5025 -2.5282 0.6423
O -6.8687 -2.2572 0.9469
S -7.1454 -2.6238 2.5120
O -7.0576 -1.4039 3.2835
O -8.2782 -3.5174 2.5786
O -5.7869 -3.4875 2.7701
H -5.4946 -4.6529 1.1082
H -4.0429 -3.7844 1.6800
H -5.3806 -2.7473 -0.4211
H -4.9164 -1.6398 0.9001
C 4.5455 1.6246 -7.6676
C 4.4435 1.4402 -9.1793
O 4.8522 2.6875 -9.7359
S 5.9711 3.3622 -8.7595
O 7.2797 3.0532 -9.2919
O 5.5484 4.7060 -8.4403
O 5.7149 2.4144 -7.4580
H 3.6855 2.1798 -7.2793
H 4.6300 0.6708 -7.1400
H 3.4301 1.1880 -9.5007
H 5.1385 0.6699 -9.5301
C -5.3293 -8.9896 3.5422
C -4.4006 -7.9482 4.1610
O -3.3969 -7.7114 3.1765
S -4.0552 -7.8905 1.6949
O -4.4090 -6.5798 1.1969
O -3.2480 -8.8255 0.9462
O -5.4238 -8.6436 2.1614
H -4.8985 -9.9936 3.6130
H -6.3199 -8.9862 4.0048
H -3.9509 -8.2937 5.0948
H -4.9286 -7.0054 4.3386
C 1.6090 -7.4764 3.1131
C 0.7736 -6.2299 2.8334
O -0.3147 -6.6824 2.0310
S -0.6872 -8.2120 2.4573
O -1.7981 -8.1649 3.3819
O -0.6877 -9.0308 1.2673
O 0.6676 -8.5308 3.3062
H 2.2353 -7.7323 2.2524
H 2.2391 -7.3608 3.9990
H 1.3417 -5.4561 2.3118
H 0.3610 -5.8161 3.7596
C -3.6608 8.4985 7.0874
C -2.7602 9.4116 6.2597
O -1.5847 8.6458 6.0058
S -1.9922 7.0702 5.8960
O -2.1325 6.7370 4.4959
O -1.1581 6.3182 6.8044
O -3.4842 7.1923 6.5416
H -3.3432 8.4759 8.1348
H -4.7116 8.7956 7.0330
H -2.5116 10.3375 6.7836
H -3.2215 9.6516 5.2959
C -7.6924 -1.0360 -3.8422
C -7.6172 -0.4108 -5.2326
O -7.4517 0.9868 -5.0049
S -6.6030 1.2026 -3.6288
O -5.2169 1.4150 -3.9822
O -7.3430 2.0991 -2.7715
O -6.7532 -0.3133 -3.0480
H -8.6858 -0.9007 -3.4025
H -7.4426 -2.1003 -3.8541
H -8.5158 -0.6014 -5.8242
H -6.7389 -0.7702 -5.7793
*
```



# C40H45CuN6O9PS3

A molecular structure, C40H45CuN6O9PS3 (wB97M-V/def2-TZVPD, OMol25).

Highest occupied orbital energy (spin up / spin down): -2.91 / -2.87 eV

Geometry as ORCA input:
```
! wB97M-V def2-TZVPD RIJCOSX def2/J DEFGRID3
* xyz -2 2
Cu 1.1178 0.0772 1.0179
C -2.8140 2.5927 1.6378
C -1.5138 3.2195 2.1547
C -1.2062 4.5343 1.4424
P -0.1273 1.9594 2.0939
C 1.1931 2.9654 2.9871
C 1.8788 2.2396 4.1472
C 2.2221 3.3825 1.9236
C -0.7941 0.8103 3.3577
C -1.3518 1.2364 4.5623
C -1.9471 0.3735 5.4685
C -2.5089 0.8611 6.7844
C -2.0151 -0.9743 5.1107
C -1.4619 -1.4384 3.9353
C -0.7930 -0.5667 3.0381
N -0.2189 -1.0086 1.8761
C -0.2686 -2.3962 1.5523
C 0.6060 -3.3626 2.0926
C 1.5670 -3.0271 3.2016
C 0.5432 -4.6689 1.6091
C -0.3820 -5.0631 0.6504
C -0.3796 -6.4801 0.1288
C -1.2936 -4.1181 0.1957
C -1.2542 -2.7970 0.6363
C -2.2838 -1.7910 0.1859
H -3.6458 3.2965 1.7561
H -3.0551 1.6750 2.1813
H -2.7174 2.3517 0.5765
H -1.6311 3.4372 3.2179
H -1.1402 4.4049 0.3699
H -0.2680 4.9785 1.7917
H -2.0126 5.2496 1.6437
H 0.6909 3.8565 3.3679
H 2.3827 1.3385 3.7972
H 1.1714 1.9485 4.9245
H 2.6343 2.8969 4.5983
H 2.8136 2.5150 1.6177
H 2.9101 4.1389 2.3190
H 1.7365 3.7822 1.0274
H -1.3201 2.2927 4.8174
H -2.2915 1.9209 6.9288
H -2.0807 0.3099 7.6257
H -3.5949 0.7316 6.8275
H -2.5103 -1.6743 5.7798
H -1.5348 -2.4895 3.6772
H 2.1064 -2.1064 3.0019
H 2.2883 -3.8344 3.3458
H 1.0243 -2.8708 4.1414
H 1.2377 -5.4078 2.0071
H -0.0978 -7.1837 0.9163
H 0.3449 -6.5961 -0.6833
H -1.3621 -6.7696 -0.2529
H -2.0629 -4.4102 -0.5193
H -2.9617 -2.2316 -0.5474
H -1.7983 -0.9207 -0.2574
H -2.8670 -1.4366 1.0423
O 4.8981 -0.1572 2.6795
C 3.9942 -0.0462 1.8506
O 2.7426 -0.1368 2.1474
C 4.3812 0.2219 0.4049
C 5.7309 0.3390 0.1660
C 6.2368 0.5711 -1.1061
C 5.3641 0.6291 -2.1833
C 4.0297 0.4533 -1.9736
C 3.4346 0.3280 -0.6694
O 2.1602 0.3630 -0.5512
N 3.2237 0.3196 -3.1970
O 3.3580 1.1722 -4.0655
O 2.5539 -0.6861 -3.3257
N 7.6575 0.6815 -1.3300
O 8.0578 0.9064 -2.4678
O 8.4164 0.5474 -0.3805
H 6.3975 0.2478 1.0101
H 5.7418 0.7669 -3.1852
O -3.4893 6.2051 -3.0338
S -2.2149 5.6556 -3.4363
O -1.3164 6.5718 -4.0962
N -1.4930 4.8708 -2.2065
C -1.4126 3.5603 -2.4257
S -0.7809 2.4129 -1.3661
C -1.9781 3.1431 -3.7611
C -2.0255 1.8727 -4.3108
C -2.5809 1.7249 -5.5776
C -3.0850 2.8214 -6.2764
C -3.0408 4.0939 -5.7200
C -2.4808 4.2230 -4.4632
H -1.6140 1.0306 -3.7616
H -2.6125 0.7415 -6.0356
H -3.5069 2.6834 -7.2655
H -3.4255 4.9576 -6.2504
C -3.0054 -2.4064 -4.0088
N -1.8499 -3.1823 -3.6236
C -1.6612 -4.5208 -4.1573
C -0.2297 -4.8702 -3.7379
N 0.3119 -3.5656 -3.4013
C -0.6446 -2.6012 -3.2750
S -0.3698 -1.0445 -2.8195
H -3.0911 -2.3342 -5.1025
H -2.8858 -1.4059 -3.5951
H -3.9206 -2.8520 -3.6091
H -1.7799 -4.5251 -5.2468
H -2.3904 -5.2124 -3.7339
H 0.3304 -5.3272 -4.5533
H -0.2208 -5.5523 -2.8881
H 1.1814 -3.4422 -2.9142
*
```